Molecular formula: C30H32N6O6S
Method: DFT, the ωB97M-V functional and the def2-TZVPD basis

Geometry as XYZ:
```
75
Properties=species:S:1:pos:R:3:forces:R:3
C -5.2935 -1.0140 2.4198 -0.11 0.10 0.25
C -4.8414 -1.3306 1.0071 0.46 -0.51 -0.06
C -5.6392 -2.4384 0.3629 -0.79 0.07 -0.27
N -3.4688 -1.8106 1.0067 0.69 -0.09 0.28
N -3.2313 -3.1112 1.0897 2.07 -1.27 0.41
N -1.8934 -3.2094 1.1672 -2.32 0.52 -0.06
C -1.3172 -4.5742 1.3139 -0.48 0.30 -0.12
C -1.7693 -5.3962 0.1205 0.12 -0.27 -0.30
C -1.8426 -5.1792 2.6046 0.08 -0.18 0.31
C -1.3006 -1.9941 1.1333 -0.13 -0.69 0.06
C 0.1412 -1.8227 1.1618 1.28 0.14 0.01
C 0.8239 -1.7141 2.3964 -0.46 0.03 -0.74
C 2.2089 -1.5894 2.4067 0.12 -0.06 -0.26
C 2.9230 -1.5970 1.1988 -0.30 0.03 -0.02
C 2.2506 -1.6961 -0.0290 0.07 -0.01 0.24
C 0.8631 -1.7979 -0.0551 -0.41 0.06 0.73
C -2.3302 -1.0421 1.0167 -0.51 1.36 -0.37
C -2.3588 0.3295 0.8743 0.41 -0.46 0.18
H -6.3203 -0.6365 2.4053 0.10 -0.03 0.01
H -5.2711 -1.9277 3.0259 0.01 0.16 -0.06
H -4.6557 -0.2546 2.8832 -0.04 -0.14 -0.07
H -4.8058 -0.4248 0.4056 -0.28 -0.01 -0.18
H -6.6999 -2.1724 0.3423 0.09 -0.09 0.01
H -5.2991 -2.5934 -0.6631 -0.06 -0.07 0.07
H -5.4958 -3.3690 0.9226 -0.24 0.25 -0.17
H -0.2324 -4.4461 1.3375 -0.13 0.05 -0.02
H -1.3710 -6.4168 0.1723 -0.03 0.22 0.10
H -2.8637 -5.4522 0.1211 0.25 0.02 -0.11
H -1.4233 -4.9533 -0.8174 -0.14 -0.01 0.07
H -1.4536 -6.1957 2.7428 -0.03 0.21 -0.12
H -1.5372 -4.5879 3.4721 -0.13 -0.01 -0.07
H -2.9368 -5.2328 2.5587 0.27 0.05 0.09
H 0.2259 -1.7252 3.3166 0.38 0.02 -0.35
H 2.7292 -1.5024 3.3607 -0.03 -0.04 -0.28
H 4.0100 -1.5256 1.2162 -0.25 0.00 -0.02
H 2.7998 -1.7122 -0.9704 -0.02 0.06 0.28
H 0.2934 -1.8648 -0.9911 0.36 0.00 0.34
H -1.4053 0.8382 0.8332 -0.23 0.26 0.04
H -3.3198 0.8258 0.8136 0.44 0.26 0.02
C 4.2363 3.5819 3.0540 0.04 -0.08 0.05
C 3.2313 3.7681 1.9506 -0.07 -0.07 -0.26
C 3.3783 4.8280 1.0531 -0.18 0.15 -0.08
C 2.4500 5.0491 0.0422 0.01 -0.19 -0.26
C 1.3685 4.1754 -0.0905 0.04 0.12 0.14
S 0.2036 4.4140 -1.4133 -0.53 -0.21 -0.09
O -1.1451 4.4733 -0.9261 0.66 0.16 -0.10
O 0.7375 5.3796 -2.3391 -0.34 -0.85 0.68
N 0.2155 2.8660 -2.2083 0.64 0.60 0.03
C 1.3198 2.4024 -2.9538 -0.44 -0.86 -0.15
C 2.6056 2.9029 -3.0416 0.67 0.04 -0.23
C 3.5559 2.1469 -3.7442 -2.28 -0.96 0.10
N 4.9028 2.6031 -3.8060 3.15 1.02 -0.23
O 5.7427 1.9178 -4.4340 -1.74 1.13 1.14
O 5.2059 3.6714 -3.2286 -0.76 -1.88 -0.95
C 3.1942 0.9146 -4.3567 -0.10 0.48 0.26
C 1.8856 0.4352 -4.2712 0.46 0.13 -0.15
C 0.9396 1.1729 -3.5532 -0.21 0.14 0.48
C -0.4321 0.9305 -3.1188 1.27 1.00 0.36
N -1.2091 -0.2084 -3.3770 -2.46 -2.23 -0.19
O -0.7671 -1.1142 -4.1296 -0.42 1.90 1.42
O -2.3460 -0.2735 -2.8304 2.45 0.24 -1.15
C -0.8091 1.9588 -2.2753 0.13 -0.43 -0.79
C 1.1873 3.1279 0.8116 0.02 -0.06 -0.20
C 2.1422 2.9009 1.7968 -0.07 0.15 0.06
H 3.9671 2.7225 3.6759 0.13 0.17 -0.06
H 5.2445 3.4257 2.6478 -0.23 0.01 0.09
H 4.2727 4.4786 3.6864 -0.01 -0.23 -0.10
H 4.2374 5.4941 1.1394 -0.24 -0.13 0.02
H 2.5674 5.8735 -0.6560 0.01 -0.16 0.09
H 2.8940 3.8376 -2.5824 0.03 -0.05 -0.03
H 3.9691 0.3612 -4.8776 -0.21 0.08 0.06
H 1.5849 -0.4995 -4.7406 0.20 0.23 0.15
H -1.7636 2.0593 -1.7816 0.16 0.22 0.16
H 0.3048 2.4991 0.7341 0.16 -0.07 0.00
H 2.0359 2.0407 2.4604 -0.05 0.30 -0.13
```
Forces are in eV/Å.

The largest force on an atom is 3.3 eV/Å. Its total energy is -2340.27695 hartree. The calculation puts the energy above the lowest of the compared OMol25 structures with the same formula, charge and spin at 24.4 kcal/mol. The calculation puts the orbital gap at 5.0 eV. The LUMO energy is -1.04 eV. Its HOMO energy is -6.0024 eV.

Atomic partial charges in e from the Löwdin method, atoms 1 to 4:
1. C -0.042
2. C -0.380
3. C -0.064
4. N -0.057